1.
195
Properties=species:S:1:pos:R:3:lowdin_charge:R:1 method="wB97M-V/def2-TZVPD" mol_weight_g_mol=1066.560 e_above_lowest_kj_mol=402.0 homo_lumo_gap_ev=8.86 smiles=COC[C@H](C)N.COC[C@H](C)N.COC[C@H](C)N.COCCNCCOC.COCCNCCOC.COCCNCCOC.COCCNCCOC.COCCNCCOC.COCCNCCOC
C 7.563 -5.896 -22.106 -0.158
O 7.214 -4.683 -21.592 -0.203
C 8.283 -3.919 -20.956 -0.139
C 9.315 -3.312 -22.000 -0.381
C 10.565 -2.716 -21.342 -0.055
N 8.491 -2.277 -22.693 0.039
H 6.648 -6.466 -22.272 0.090
H 8.173 -6.485 -21.421 0.090
H 8.080 -5.862 -23.064 0.082
H 7.809 -3.122 -20.382 0.112
H 8.778 -4.526 -20.198 0.117
H 9.645 -4.040 -22.741 0.122
H 10.412 -2.055 -20.489 0.069
H 11.122 -2.237 -22.147 0.068
H 11.160 -3.528 -20.925 0.069
H 8.799 -2.136 -23.644 0.066
H 7.541 -2.609 -22.787 0.058
C 9.123 8.356 -15.890 -0.068
O 9.185 6.907 -16.020 -0.213
C 10.372 6.297 -16.531 -0.213
C 10.002 4.953 -17.092 -0.405
C 9.392 3.989 -16.021 -0.032
N 11.211 4.368 -17.693 0.053
H 8.109 8.557 -15.544 0.087
H 9.321 8.801 -16.865 0.079
H 9.886 8.694 -15.188 0.081
H 10.986 6.929 -17.172 0.121
H 11.000 6.167 -15.650 0.122
H 9.312 5.046 -17.931 0.134
H 10.161 3.517 -15.409 0.063
H 8.842 3.182 -16.504 0.064
H 8.704 4.545 -15.384 0.074
H 10.993 3.570 -18.272 0.034
H 11.579 5.066 -18.323 0.065
C 8.445 0.776 -19.255 -0.090
O 9.263 0.636 -18.070 -0.202
C 10.669 0.834 -18.437 -0.164
C 11.553 0.622 -17.202 -0.387
C 13.052 0.962 -17.481 -0.032
N 11.496 -0.745 -16.756 0.059
H 8.830 0.234 -20.119 0.075
H 8.457 1.822 -19.562 0.082
H 7.401 0.492 -19.122 0.073
H 10.992 0.199 -19.261 0.112
H 10.792 1.863 -18.776 0.082
H 11.176 1.204 -16.362 0.117
H 13.176 2.023 -17.699 0.050
H 13.436 0.363 -18.306 0.067
H 13.706 0.757 -16.633 0.061
H 12.042 -0.772 -15.907 0.029
H 10.543 -0.947 -16.491 0.074
C 9.845 -5.297 -14.108 -0.087
O 10.670 -5.336 -15.301 -0.193
C 11.330 -4.145 -15.662 -0.217
C 12.283 -4.389 -16.901 -0.145
N 13.081 -3.131 -17.182 -0.049
C 13.723 -3.125 -18.518 -0.192
C 14.788 -4.211 -18.705 -0.203
O 14.228 -5.423 -19.255 -0.205
C 15.128 -6.280 -19.964 -0.109
H 8.991 -4.621 -14.150 0.069
H 10.350 -5.069 -13.169 0.080
H 9.446 -6.307 -14.012 0.082
H 11.853 -3.630 -14.855 0.112
H 10.508 -3.506 -15.986 0.102
H 11.627 -4.795 -17.672 0.112
H 13.054 -5.103 -16.614 0.106
H 12.384 -2.401 -17.223 0.029
H 14.152 -2.137 -18.685 0.102
H 12.998 -3.223 -19.325 0.098
H 15.129 -4.567 -17.734 0.113
H 15.713 -3.845 -19.153 0.111
H 14.721 -7.280 -20.109 0.083
H 16.057 -6.427 -19.412 0.081
H 15.383 -5.916 -20.960 0.067
C 9.883 2.157 -22.552 -0.096
O 10.813 2.002 -21.421 -0.201
C 11.889 2.969 -21.700 -0.183
C 13.301 2.575 -21.056 -0.164
N 14.113 1.500 -21.703 -0.046
C 13.487 0.202 -21.689 -0.225
C 14.416 -0.915 -22.175 -0.206
O 13.785 -2.192 -22.154 -0.200
C 14.641 -3.247 -22.544 -0.110
H 9.069 1.447 -22.406 0.057
H 10.205 1.959 -23.574 0.086
H 9.515 3.176 -22.666 0.079
H 11.590 3.954 -21.341 0.108
H 12.096 3.146 -22.756 0.106
H 13.021 2.422 -20.014 0.083
H 13.913 3.476 -21.096 0.106
H 14.358 1.753 -22.650 0.110
H 12.616 0.264 -22.341 0.109
H 12.993 -0.022 -20.744 0.108
H 15.240 -0.918 -21.461 0.119
H 14.810 -0.611 -23.145 0.122
H 15.483 -3.333 -21.857 0.076
H 15.173 -3.114 -23.486 0.083
H 13.994 -4.123 -22.583 0.095
C 13.731 -0.979 -14.226 -0.048
O 12.269 -0.927 -14.193 -0.259
C 11.654 -0.750 -12.961 -0.231
C 10.158 -0.622 -13.128 -0.173
N 9.735 0.677 -13.749 -0.018
C 8.321 0.707 -13.927 -0.233
C 7.747 -0.091 -15.091 -0.192
O 8.038 -1.489 -14.939 -0.206
C 7.506 -2.172 -16.055 -0.124
H 14.186 -1.735 -13.586 0.089
H 14.064 -0.002 -13.876 0.083
H 14.066 -1.160 -15.247 0.072
H 12.086 0.142 -12.506 0.125
H 11.790 -1.638 -12.344 0.123
H 9.679 -0.738 -12.156 0.123
H 9.782 -1.478 -13.689 0.100
H 10.064 0.709 -14.703 0.071
H 8.022 1.734 -14.136 0.108
H 7.803 0.466 -12.999 0.121
H 8.287 0.214 -15.988 0.095
H 6.682 0.065 -15.264 0.126
H 7.707 -3.236 -15.932 0.080
H 7.876 -1.806 -17.012 0.085
H 6.416 -2.180 -16.089 0.073
C 6.301 2.605 -23.459 -0.112
O 5.582 1.591 -22.757 -0.210
C 6.374 0.657 -22.011 -0.186
C 5.412 -0.348 -21.249 -0.158
N 4.726 0.343 -20.161 -0.066
C 3.781 -0.470 -19.437 -0.202
C 4.388 -1.705 -18.678 -0.219
O 4.684 -2.729 -19.601 -0.189
C 5.024 -3.939 -18.964 -0.105
H 5.825 3.500 -23.859 0.083
H 6.719 2.204 -24.382 0.083
H 7.117 3.032 -22.876 0.063
H 6.971 1.377 -21.451 0.087
H 7.040 0.209 -22.750 0.098
H 6.022 -1.171 -20.878 0.100
H 4.688 -0.630 -22.014 0.122
H 4.173 1.106 -20.524 0.107
H 3.069 -0.974 -20.091 0.112
H 3.190 0.152 -18.764 0.116
H 3.604 -1.935 -17.957 0.113
H 5.218 -1.415 -18.033 0.102
H 5.233 -4.738 -19.675 0.082
H 4.214 -4.324 -18.345 0.088
H 5.934 -3.814 -18.376 0.079
C 17.132 10.354 -15.109 -0.112
O 17.192 9.132 -14.370 -0.179
C 18.171 8.254 -14.966 -0.209
C 17.880 7.652 -16.363 -0.196
N 16.520 7.141 -16.453 -0.080
C 16.261 6.098 -15.564 -0.235
C 14.987 5.295 -15.953 -0.167
O 14.624 4.531 -14.768 -0.215
C 13.529 3.584 -14.858 -0.071
H 18.084 10.885 -15.108 0.086
H 16.373 10.926 -14.575 0.091
H 16.826 10.262 -16.151 0.077
H 18.499 7.505 -14.245 0.120
H 19.050 8.867 -15.164 0.104
H 18.616 6.927 -16.710 0.119
H 17.901 8.477 -17.076 0.099
H 15.812 7.854 -16.354 0.117
H 16.219 6.375 -14.511 0.122
H 17.047 5.354 -15.700 0.123
H 15.154 4.624 -16.796 0.098
H 14.132 5.933 -16.175 0.111
H 13.502 3.124 -13.870 0.086
H 13.672 2.810 -15.612 0.053
H 12.609 4.107 -15.117 0.060
C 19.202 10.388 -21.243 -0.069
O 19.058 8.983 -21.602 -0.206
C 20.130 8.229 -21.229 -0.262
C 19.922 6.716 -21.628 -0.175
N 19.307 5.848 -20.627 -0.085
C 18.024 6.320 -20.080 -0.176
C 17.390 5.221 -19.157 -0.254
O 17.004 4.151 -19.924 -0.193
C 16.446 3.096 -19.188 -0.108
H 19.309 10.502 -20.165 0.079
H 18.260 10.776 -21.629 0.090
H 20.066 10.897 -21.672 0.083
H 20.329 8.461 -20.183 0.118
H 20.991 8.486 -21.846 0.112
H 20.895 6.236 -21.732 0.108
H 19.348 6.684 -22.554 0.114
H 18.959 4.960 -20.960 0.094
H 17.404 6.531 -20.951 0.123
H 18.198 7.104 -19.343 0.099
H 16.523 5.690 -18.691 0.102
H 18.059 4.902 -18.359 0.120
H 16.983 2.737 -18.309 0.096
H 16.451 2.294 -19.926 0.082
H 15.390 3.314 -19.034 0.070

***

2.
8
Properties=species:S:1:pos:R:3:lowdin_charge:R:1 method="wB97M-V/def2-TZVPD" mol_weight_g_mol=189.920 e_above_lowest_kj_mol=330.6 homo_lumo_gap_ev="7.61 / 8.14"
C -1.365 -0.434 0.276 -0.086
O -0.280 -1.190 0.313 -0.629
P 1.131 -1.485 -0.396 0.746
I 1.595 2.409 -1.421 0.365
H -1.257 0.648 0.015 0.061
H -2.042 -0.712 1.015 0.036
H 1.237 -2.603 0.485 -0.146
H 0.981 3.366 -0.288 -0.347